Record 1
This record from the Open Molecules 2025 dataset describes the molecule C4H4ClN3O3. The level of theory is wB97M-V/def2-TZVPD.

Results
Energy above the lowest of the compared OMol25 structures with the same formula, charge and spin   0.00 kJ/mol
HOMO energy   -10.32 eV
E_LUMO   -0.15 eV
Total energy   -27344.039 eV
Frontier orbital gap   10.17 eV

Structure (XYZ):
```
15
Properties=species:S:1:pos:R:3:forces:R:3
O -0.592 -2.464 0.300 1.16 -0.73 0.50
N -1.427 -1.612 0.133 -1.07 -0.12 -0.92
O -2.565 -1.842 -0.228 -0.31 0.08 0.27
C -1.026 -0.268 0.236 1.00 0.61 -0.59
C -1.768 0.921 0.116 -1.56 -0.82 0.77
Cl -3.472 1.008 0.103 0.01 0.31 0.07
N -1.019 1.968 0.111 0.29 0.84 -0.80
N 0.236 1.469 0.046 -0.26 1.72 0.13
C 0.290 0.160 0.122 0.16 -0.43 0.44
C 1.619 -0.476 0.046 0.59 -1.31 2.86
O 2.655 0.483 -0.022 -0.29 0.29 0.21
H 0.983 2.138 -0.118 -0.07 -0.55 0.42
H 1.784 -1.170 0.969 -0.26 1.14 -1.84
H 1.705 -0.988 -0.861 -0.30 -1.76 -1.06
H 2.597 0.674 -0.954 0.91 0.72 -0.47
```
Forces are in eV/Å.


Record 2
This record from the Open Molecules 2025 dataset describes a 2-piece molecular cluster, C4H4ClNO2 overall. The level of theory is wB97M-V/def2-TZVPD.

Results
Energy above the lowest of the compared OMol25 structures with the same formula, charge and spin   594.30 kJ/mol
HOMO energy   -7.54 eV
E_LUMO   -1.96 eV
Total energy   -22313.932 eV
Frontier orbital gap   5.58 eV

Structure (XYZ):
```
12
Properties=species:S:1:pos:R:3:forces:R:3
C 0.349 0.867 -1.345 1.01 2.15 -1.49
C -0.795 0.938 -0.676 -2.02 -0.99 3.54
C -0.618 -0.150 0.346 1.75 1.11 -1.02
C 0.602 -0.733 0.163 -1.78 -1.40 1.98
H 1.776 1.721 -2.758 -4.20 -0.94 2.41
H -1.681 1.563 -0.384 1.23 -0.14 -1.66
H 2.021 -2.259 0.762 -4.08 2.37 -0.20
H 2.740 0.322 -0.456 -3.77 -0.88 -1.16
N 1.112 -0.177 -0.909 6.75 -0.36 -1.71
O 0.747 1.682 -2.359 3.23 0.69 -1.89
O 1.000 -1.861 0.845 3.68 -1.15 -0.33
Cl -1.403 -0.248 1.787 -1.80 -0.46 1.54
```
Forces are in eV/Å.


Record 3
This record from the Open Molecules 2025 dataset describes a 2-piece molecular cluster, C4H4ClNO2P2 overall. The level of theory is wB97M-V/def2-TZVPD.

Results
Energy above the lowest of the compared OMol25 structures with the same formula, charge and spin   43.20 kJ/mol
HOMO energy   -9.46 eV
E_LUMO   -0.48 eV
Total energy   -40894.464 eV
Frontier orbital gap   8.98 eV

Structure (XYZ):
```
14
Properties=species:S:1:pos:R:3:forces:R:3
N -0.433 2.195 -1.595 -0.05 -1.44 0.52
C -0.446 1.122 -1.157 0.56 2.94 -2.09
C -0.574 -0.254 -0.803 0.86 -0.52 -0.02
O 0.040 -1.193 -1.223 0.24 0.19 -0.90
O -1.514 -0.346 0.083 -1.36 -0.96 0.23
P -2.001 -2.005 0.203 3.01 -0.98 0.77
Cl -3.077 -2.395 -1.395 -0.84 0.08 -1.30
H -2.904 -1.442 0.940 -2.95 0.62 1.98
C 2.264 -0.154 0.419 0.40 0.30 2.99
C 1.457 0.689 1.014 0.63 -0.01 -1.86
P 0.509 1.881 1.565 -0.64 0.27 1.17
H 2.363 -0.604 -0.540 -0.36 0.11 -0.61
H 2.947 -0.461 1.224 0.36 -0.53 -0.68
H 1.369 2.966 1.264 0.15 -0.07 -0.21
```
Forces are in eV/Å.


Record 4
This record from the Open Molecules 2025 dataset describes the molecule C4H4ClNO4S. The level of theory is wB97M-V/def2-TZVPD.

Results
Energy above the lowest of the compared OMol25 structures with the same formula, charge and spin   718.65 kJ/mol
HOMO energy (alpha / beta)   -9.26 / -9.08 eV
E_LUMO (alpha / beta)   -1.89 / -2.15 eV
Total energy   -37241.985 eV
Frontier orbital gap (alpha / beta)   7.37 / 6.93 eV

Structure (XYZ):
```
15
Properties=species:S:1:pos:R:3:forces:R:3
O 3.909 0.695 -0.344 -0.79 0.34 -0.09
N 2.903 1.370 -0.126 0.23 -0.31 0.79
O 2.902 2.569 0.070 0.29 0.97 -0.15
C 1.637 0.775 -0.006 0.07 -7.97 -0.76
C 1.560 -1.091 0.115 0.03 7.97 -1.63
Cl 2.949 -1.927 0.083 0.55 -1.18 0.21
C 0.233 -1.455 0.340 -2.05 -1.23 2.50
S -0.510 0.001 1.448 -0.67 1.44 -1.26
O -0.001 -0.031 2.755 0.57 -0.29 1.82
O -1.937 0.143 1.208 1.24 -0.54 0.21
C 0.391 1.346 0.280 -0.91 1.63 1.87
H -0.715 -1.389 -0.183 0.61 0.31 -1.80
H 0.037 -2.392 0.903 0.70 0.29 -0.08
H 0.501 2.410 0.724 -0.44 -1.80 -0.52
H -0.523 1.255 -0.305 0.57 0.38 -1.11
```
Forces are in eV/Å.


Record 5
This record from the Open Molecules 2025 dataset describes the molecule C4H4ClNS2. The level of theory is wB97M-V/def2-TZVPD.

Results
Energy above the lowest of the compared OMol25 structures with the same formula, charge and spin   87.43 kJ/mol
HOMO energy   -9.59 eV
E_LUMO   0.25 eV
Total energy   -39894.183 eV
Frontier orbital gap   9.84 eV

Structure (XYZ):
```
12
Properties=species:S:1:pos:R:3:forces:R:3
N 1.868 1.486 -2.006 -2.11 -0.81 2.61
C 1.174 1.168 -1.106 2.03 0.79 -2.04
C 0.359 0.623 -0.035 -0.23 -0.31 0.21
S 0.663 1.145 1.702 0.42 -0.73 -1.40
C -1.054 0.217 -0.479 0.59 0.66 -1.28
Cl -2.384 0.442 0.560 -0.78 -0.01 0.76
C -0.058 -0.872 -0.310 0.47 0.31 -0.28
S -0.051 -2.063 0.995 -1.09 0.12 0.48
H 1.677 0.236 1.814 -0.43 0.48 0.20
H -1.331 0.541 -1.502 0.41 -0.48 0.72
H 0.361 -1.288 -1.239 -0.26 0.29 0.48
H -1.224 -1.637 1.606 0.98 -0.31 -0.46
```
Forces are in eV/Å.


Record 6
This record from the Open Molecules 2025 dataset describes the molecule C4H4ClPS. The level of theory is wB97M-V/def2-TZVPD.

Results
Energy above the lowest of the compared OMol25 structures with the same formula, charge and spin   227.30 kJ/mol
HOMO energy (alpha / beta)   -6.60 / -6.33 eV
E_LUMO (alpha / beta)   -1.72 / -1.91 eV
Total energy   -36856.026 eV
Frontier orbital gap (alpha / beta)   4.88 / 4.42 eV

Structure (XYZ):
```
11
Properties=species:S:1:pos:R:3:forces:R:3
C -0.736 -0.283 0.625 1.93 2.03 -1.89
C -1.062 -1.124 -0.383 1.14 -0.72 -0.60
C 0.316 0.693 0.341 -0.71 0.11 0.10
C -0.257 -1.067 -1.506 1.00 1.72 1.03
P 1.844 0.896 1.789 -0.94 -0.92 -0.04
S 0.978 0.204 -1.232 -1.57 -1.28 -1.12
Cl 2.695 2.678 1.264 0.05 0.56 -0.38
H -1.403 -0.220 1.379 -1.55 0.54 2.93
H -1.814 -1.835 -0.212 -1.07 -0.90 -0.28
H -0.117 1.763 0.298 0.99 -1.41 0.34
H -0.443 -1.705 -2.364 0.73 0.28 -0.10
```
Forces are in eV/Å.


Record 7
This record from the Open Molecules 2025 dataset describes C4H4CuO as an isolated structure. The level of theory is wB97M-V/def2-TZVPD.

Results
Energy above the lowest of the compared OMol25 structures with the same formula, charge and spin   193.98 kJ/mol
<S²>   0.765
HOMO energy (alpha / beta)   -7.57 / -7.39 eV
E_LUMO (alpha / beta)   -1.65 / -1.65 eV
Spin multiplicity   2
Total energy   -50893.304 eV
Frontier orbital gap (alpha / beta)   5.91 / 5.73 eV

Structure (XYZ):
```
10
Properties=species:S:1:pos:R:3:forces:R:3
C 1.246 0.112 0.421 -3.64 0.30 0.01
C 2.236 0.334 -0.390 0.07 0.54 -0.02
H 2.551 0.976 -1.209 -0.19 -0.27 0.25
H 1.303 -0.657 1.202 0.15 0.40 -0.04
C -0.386 0.588 0.171 3.33 -0.90 -0.98
C -1.442 -0.163 0.631 1.39 -0.78 0.44
O -2.438 -0.594 -0.066 -0.16 -0.01 -0.69
Cu -1.226 -1.213 -1.664 -0.57 0.89 1.28
H -0.489 1.129 -0.779 -0.07 -0.18 0.08
H -1.355 -0.511 1.684 -0.29 0.00 -0.34
```
Forces are in eV/Å.


Record 8
This record from the Open Molecules 2025 dataset describes C4H4F12MgN2O10S4 as an isolated structure. The level of theory is wB97M-V/def2-TZVPD.

Results
Energy above the lowest of the compared OMol25 structures with the same formula, charge and spin   183.55 kJ/mol
HOMO energy   -10.74 eV
E_LUMO   -1.12 eV
Total energy   -109063.309 eV
Frontier orbital gap   9.62 eV

Structure (XYZ):
```
37
Properties=species:S:1:pos:R:3:forces:R:3
Mg 14.343 9.156 10.348 0.10 -0.64 0.86
C 11.251 8.558 13.070 0.43 1.13 0.19
F 11.787 8.768 14.264 0.29 -0.14 -0.05
F 11.557 7.348 12.644 -0.02 -0.36 -0.03
F 9.951 8.717 13.183 -0.18 -0.20 -0.40
S 11.907 9.821 11.805 -0.38 0.82 -1.00
O 11.798 9.168 10.520 0.30 -0.51 0.28
O 11.144 11.032 11.979 1.33 -1.34 0.39
N 13.621 9.857 11.947 -3.24 1.81 2.68
S 14.127 10.894 13.099 0.53 1.02 2.28
O 15.158 11.782 12.646 -0.11 -0.86 -0.59
O 13.094 11.482 13.923 0.46 -1.08 -1.01
C 15.026 9.681 14.281 -0.27 0.79 -0.79
F 15.416 8.589 13.602 0.21 -0.24 -0.11
F 16.097 10.297 14.751 0.19 -0.06 0.13
F 14.264 9.299 15.281 -0.18 -0.07 0.16
C 15.708 7.608 7.557 -0.42 0.70 -1.46
F 16.019 7.152 8.760 0.28 0.02 0.20
F 16.534 8.599 7.218 -0.02 0.02 0.43
F 15.867 6.637 6.668 -0.22 -0.11 0.24
S 13.907 8.219 7.434 -0.03 -1.51 1.24
O 13.714 8.545 6.057 0.39 0.08 0.98
O 13.140 7.154 8.039 0.60 0.75 -0.13
N 13.927 9.551 8.597 -0.08 -2.15 -4.29
S 13.476 10.747 7.669 -1.05 3.92 -2.03
O 14.540 11.224 6.824 0.19 -0.20 0.74
O 12.196 10.583 7.042 0.18 -0.49 0.55
C 13.108 12.133 8.883 0.80 -0.91 0.18
F 11.868 12.028 9.272 -0.61 0.20 0.24
F 13.913 12.033 9.963 0.27 -0.29 0.34
F 13.342 13.303 8.350 -0.12 0.40 -0.57
O 16.248 9.663 10.582 0.85 0.13 -0.45
H 17.034 9.124 10.744 -0.15 0.07 0.09
H 16.535 10.337 9.940 -0.11 -0.04 0.27
O 14.391 7.240 10.690 -0.01 -1.18 0.72
H 15.093 6.799 11.189 -0.13 0.11 -0.03
H 13.713 6.561 10.542 -0.05 0.39 -0.25
```
Forces are in eV/Å.


Record 9
This record from the Open Molecules 2025 dataset describes the molecule C4H4F2. The level of theory is wB97M-V/def2-TZVPD.

Results
Energy above the lowest of the compared OMol25 structures with the same formula, charge and spin   234.38 kJ/mol
HOMO energy   -9.17 eV
E_LUMO   0.01 eV
Total energy   -9644.023 eV
Frontier orbital gap   9.18 eV

Structure (XYZ):
```
10
Properties=species:S:1:pos:R:3:forces:R:3
C -1.573 -0.066 0.684 -0.27 -0.85 0.06
C -0.765 0.297 -0.337 -0.59 1.49 -2.22
F -1.261 0.591 -1.659 -0.36 -1.06 2.17
C 0.717 0.514 -0.566 1.82 -7.00 5.51
C 1.558 -0.462 0.128 1.51 4.92 -2.33
F 1.143 1.019 -1.643 0.36 2.01 -2.19
H -2.679 -0.545 0.454 3.10 1.78 0.76
H -1.096 -0.058 1.762 -1.23 -0.30 -2.44
H 2.776 -0.461 0.160 -3.25 0.09 -0.82
H 1.180 -0.829 1.016 -1.09 -1.09 1.48
```
Forces are in eV/Å.